No. 1
Entry from the Open Molecules 2025 dataset: a structure of composition C36H31F3N3Zn (ωB97M-V with the def2-TZVPD basis set).

Each line ends with the Mulliken charge.
Cartesian coordinates (Å):
Zn  -0.77383  0.67596  -1.02178  -0.629
C  1.38155  0.89761  -0.38751  -0.618
C  1.20893  -0.36768  -1.07312  -0.510
C  1.29721  -1.38055  -0.11251  -0.697
C  1.56548  -0.77983  1.12988  -0.677
C  1.62147  0.60465  0.96864  -0.778
H  1.55885  1.85108  -0.87300  0.724
H  1.16987  -0.50342  -2.14740  0.654
H  1.18063  -2.43788  -0.30498  0.539
H  1.68721  -1.30997  2.06537  0.533
H  1.78916  1.33670  1.74498  0.547
C  -4.77176  2.42651  1.37377  -0.905
C  -5.49721  1.24250  1.94661  0.760
C  -6.87923  1.11913  1.86667  -0.616
C  -7.53512  0.01195  2.38845  -0.699
C  -6.81606  -0.99076  3.01757  -0.632
C  -5.43574  -0.87982  3.11947  0.039
C  -4.78309  0.21424  2.57273  -0.815
N  -3.35482  0.30938  2.65930  0.108
C  -2.57639  -0.09982  1.57061  -0.956
N  -3.00746  -1.24311  1.00085  0.372
C  -2.41085  -1.99498  -0.04862  0.259
C  -2.25063  -1.45069  -1.32160  0.861
C  -1.67537  -2.25852  -2.30761  -0.325
C  -1.32107  -3.56552  -2.04316  -0.888
C  -1.50187  -4.09204  -0.76856  -0.964
C  -2.03786  -3.31227  0.24372  1.185
C  -2.16969  -3.85227  1.64203  -1.381
N  -1.53494  0.54996  1.16456  1.340
C  -1.17505  1.72228  1.86827  -0.994
C  -1.30646  2.95125  1.21829  -0.363
C  -0.92831  4.13105  1.83398  -0.972
C  -0.41142  4.09804  3.12233  -0.725
C  -0.27124  2.87997  3.76720  -0.870
C  -0.63826  1.67950  3.16217  1.890
C  -0.41906  0.37283  3.87476  -1.469
H  -5.47115  3.14611  0.95265  0.409
H  -4.09674  2.11649  0.57238  -0.068
H  -4.16796  2.93216  2.13146  0.452
H  -7.44477  1.89873  1.37000  0.385
H  -8.61128  -0.06410  2.30067  0.381
H  -7.32357  -1.85210  3.43213  0.388
H  -4.84650  -1.63721  3.62409  0.500
H  -3.04344  1.20293  3.01515  0.667
H  -3.81650  -1.65571  1.43357  0.154
H  -1.52029  -1.82799  -3.28978  0.540
H  -0.89268  -4.17984  -2.82593  0.379
H  -1.20793  -5.11292  -0.55333  0.303
H  -1.89438  -4.90618  1.67172  0.430
H  -3.18774  -3.76599  2.02998  0.275
H  -1.51744  -3.30564  2.32749  0.229
H  -1.73003  2.96399  0.21933  0.384
H  -1.04142  5.07166  1.31002  0.434
H  -0.11204  5.01324  3.61716  0.399
H  0.15320  2.84666  4.76505  0.444
H  0.48573  0.42166  4.48203  0.495
H  -0.30639  -0.43702  3.15506  -0.075
H  -1.25549  0.12710  4.53419  0.366
F  -6.92179  4.43807  -5.76235  -0.299
C  -7.34961  3.98364  -4.55939  0.969
F  -7.67512  5.09185  -3.82891  -0.292
F  -8.57178  3.40620  -4.82034  -0.296
C  -6.38679  3.10727  -3.89266  0.215
C  -6.54947  2.77816  -2.53443  -0.566
C  -5.70440  1.92199  -1.88948  -0.609
C  -4.58261  1.30094  -2.56115  -0.659
C  -4.45810  1.63800  -3.96806  -0.875
C  -5.32324  2.49863  -4.58268  -0.673
C  -3.72748  0.43246  -1.97820  -0.711
C  -2.57454  -0.02727  -1.59651  0.978
H  -7.38166  3.20532  -1.98302  0.349
H  -5.89869  1.65648  -0.85947  0.502
H  -3.64760  1.18923  -4.52856  0.410
H  -5.17584  2.72653  -5.63233  0.357

## Properties
* Kohn-Sham gap: 4.676 eV
* net charge: -1
* LUMO: 2.4 eV
* electronic energy: -98876.1333 eV

***

No. 2
Entry from the Open Molecules 2025 dataset: a structure of composition C12H36ClO10Y (ωB97M-V with the def2-TZVPD basis set).

Each line ends with the natural charge from an NBO analysis.
Cartesian coordinates (Å):
Y  -4.97939  0.97046  4.21440  1.629
Cl  -1.60798  0.17103  -0.69711  2.481
O  -2.30242  0.54501  -1.92406  -0.737
O  -2.37180  0.34502  0.53391  -0.753
O  -1.23934  -1.22274  -0.72850  -0.661
O  -0.38254  0.90383  -0.53228  -0.663
C  2.27686  1.64324  -5.90354  -0.614
C  3.12217  2.75491  -6.63190  -0.060
O  2.17477  3.59534  -7.15257  -0.582
H  2.92301  0.85501  -5.51716  0.220
H  1.65313  1.21055  -6.68574  0.201
H  1.68526  2.04014  -5.07858  0.222
H  3.78156  2.28761  -7.36329  0.194
H  3.82190  3.27983  -5.98156  0.194
H  1.55115  3.07058  -7.65984  0.477
C  -1.57697  -4.73659  4.76518  -0.638
C  -2.53351  -3.91099  5.59922  -0.072
O  -3.25201  -3.09005  4.63580  -0.769
H  -2.08752  -5.01360  3.84285  0.190
H  -1.39795  -5.61459  5.38580  0.231
H  -0.60193  -4.39908  4.41376  0.227
H  -2.07574  -3.38344  6.43602  0.192
H  -3.23077  -4.58980  6.09030  0.173
H  -3.33412  -3.68447  3.88644  0.473
C  1.66779  1.37305  4.90136  -0.628
C  0.57068  0.35063  5.11750  -0.064
O  -0.61031  1.13887  5.50456  -0.774
H  1.79724  1.96120  5.80989  0.208
H  1.50777  2.00698  4.02922  0.217
H  2.55000  0.74079  4.80107  0.221
H  0.84862  -0.24608  5.98629  0.174
H  0.32030  -0.25478  4.24636  0.186
H  -0.37159  1.58705  6.31928  0.470
C  5.85221  -0.29384  -0.60427  -0.626
C  5.13097  -1.65018  -0.86650  -0.062
O  4.12350  -1.71229  0.13643  -0.615
H  6.15003  -0.01060  0.40527  0.227
H  5.10983  0.45924  -0.86854  0.195
H  6.73799  -0.23275  -1.23655  0.232
H  5.74072  -2.55333  -0.84125  0.201
H  4.77389  -1.61102  -1.89560  0.184
H  3.62481  -0.89307  0.17876  0.472
C  -3.09351  -4.40538  -4.79991  -0.652
C  -1.77339  -3.97258  -5.56662  -0.061
O  -1.86963  -2.66964  -5.98812  -0.593
H  -3.10259  -5.45636  -4.51100  0.237
H  -4.04125  -3.91148  -5.01424  0.237
H  -2.95118  -3.88263  -3.85409  0.193
H  -1.60800  -4.64601  -6.40759  0.194
H  -0.86920  -4.11640  -4.97513  0.193
H  -2.16741  -2.13402  -5.24918  0.472
C  -2.42947  6.02885  1.12984  -0.622
C  -2.45154  5.41093  2.49839  -0.065
O  -3.66019  4.75257  2.59857  -0.759
H  -1.42862  6.46050  1.12090  0.224
H  -3.16382  6.83186  1.19307  0.203
H  -2.66177  5.23607  0.41876  0.215
H  -2.20975  6.24562  3.15636  0.170
H  -1.68176  4.65280  2.64253  0.170
H  -4.37704  5.38808  2.53642  0.475

## Properties
* Kohn-Sham gap: 1.465 eV
* net charge: +2
* LUMO: -12.0 eV
* electronic energy: -47030.0611 eV

***

No. 3
Entry from the Open Molecules 2025 dataset: the molecule C5HCl2N3 (ωB97M-V with the def2-TZVPD basis set).

Each line ends with the natural charge from an NBO analysis.
Cartesian coordinates (Å):
N  -1.74474  -2.19655  -0.98747  -0.207
C  -1.39350  -1.15166  -0.69174  0.210
C  -0.99102  0.16344  -0.29052  -0.258
Cl  -1.77434  0.58514  1.26724  0.040
C  0.68416  0.22123  -0.03915  -0.194
Cl  1.43545  -0.06681  -1.67056  0.060
C  1.09546  -0.85411  0.82881  0.224
N  1.44165  -1.73140  1.46954  -0.189
C  1.07773  1.52880  0.41436  0.231
N  1.40103  2.57703  0.72929  -0.196
H  -1.23188  0.92489  -1.02979  0.278

## Properties
* Kohn-Sham gap: 11.524 eV
* structure (SMILES): N#C[C@@H](Cl)C(Cl)(C#N)C#N
* LUMO: -0.7 eV
* electronic energy: -34713.9884 eV

***

No. 4
Entry from the Open Molecules 2025 dataset: the molecule C3H3N3S2 (ωB97M-V with the def2-TZVPD basis set).

Each line ends with the natural charge from an NBO analysis.
Cartesian coordinates (Å):
S  -2.63769  -0.18622  0.30527  -0.119
C  -1.03792  -0.01553  -0.12029  0.210
N  -0.65122  1.26288  -0.67922  -0.449
C  0.59154  1.70969  -0.36697  0.287
N  1.52598  1.41029  0.52599  -0.463
C  2.11368  0.27165  0.68282  0.051
S  1.52980  -1.32996  -0.30529  0.327
N  -0.26900  -1.05858  -0.17090  -0.695
H  0.95086  2.54283  -1.06893  0.198
H  2.95574  0.23050  1.52312  0.235
H  -0.42444  -1.61154  0.64163  0.417

## Properties
* Kohn-Sham gap: 7.383 eV
* structure (SMILES): S=C1N=CN=CSN1
* LUMO: -1.0 eV
* electronic energy: -29296.9849 eV

***

No. 5
Entry from the Open Molecules 2025 dataset: a cluster of 10 separate species, C27H40FO23 in total (ωB97M-V with the def2-TZVPD basis set).

Each line ends with the Mulliken charge.
Cartesian coordinates (Å):
F  -1.13584  0.18778  0.00558  -0.818
C  -3.88200  1.25202  -0.00200  1.088
C  -3.79454  2.37645  -1.07653  -0.326
O  -3.11126  3.46042  -0.37580  -0.395
C  -3.29016  3.25437  0.93501  0.735
O  -3.03480  4.06007  1.75925  -0.568
O  -3.97609  2.10982  1.13094  -0.333
H  -2.91924  0.64772  0.03833  -1.008
H  -4.78486  0.66107  -0.03428  0.452
H  -4.76317  2.75430  -1.44572  0.223
H  -3.14024  2.10479  -1.90323  0.168
C  -3.43547  -2.49911  -0.74701  0.693
C  -2.45852  -3.40290  -1.51643  -0.376
O  -2.17445  -2.59846  -2.64247  -0.195
C  -2.96191  -1.49554  -2.72581  0.632
O  -2.88410  -0.64836  -3.60013  -0.618
O  -3.90764  -1.59417  -1.76211  -0.374
H  -2.88169  -1.91279  -0.01849  -0.649
H  -4.33514  -3.03134  -0.35424  0.363
H  -2.77809  -4.37474  -1.93061  0.262
H  -1.57065  -3.62250  -0.94527  0.265
C  2.07094  2.00209  5.33756  -0.272
C  2.05385  1.61281  6.80953  -0.367
O  1.13416  0.56226  6.80465  -0.438
C  0.81235  0.14918  5.61450  0.651
O  0.09991  -0.77638  5.39411  -0.506
O  1.44749  0.87663  4.70498  -0.136
H  3.08820  2.20537  4.90108  0.282
H  1.43980  2.88573  5.15103  0.236
H  1.67923  2.40047  7.43497  0.269
H  2.94941  1.28109  7.27782  0.283
C  -2.49560  -0.36534  3.01017  0.627
C  -1.76876  0.99286  3.07524  1.771
O  -2.47706  1.57622  4.17653  -0.484
C  -3.66514  1.06484  4.30831  0.585
O  -4.57402  1.54055  4.90927  -0.604
O  -3.79087  -0.06391  3.50705  -0.491
H  -2.11642  -1.12604  3.65857  0.484
H  -2.58400  -0.66826  1.99238  -0.606
H  -1.89646  1.58110  2.17122  -1.062
H  -0.75146  0.92246  3.45194  -0.340
C  0.42872  3.27395  -0.21317  0.399
C  0.32954  4.25466  0.95840  -0.064
O  1.69936  4.75361  0.94164  -0.437
C  2.49652  3.79703  0.45665  0.546
O  3.66485  3.80971  0.62741  -0.589
O  1.81351  2.92613  -0.25157  -0.152
H  0.12238  3.71680  -1.17338  0.205
H  -0.15724  2.37564  -0.11771  -0.269
H  0.10208  3.86718  1.94973  0.040
H  -0.31916  5.13525  0.87938  0.287
C  -0.19094  0.63117  -3.14502  0.453
C  1.00332  1.63175  -3.09717  0.296
O  1.88614  1.10919  -4.08113  -0.407
C  1.65856  -0.18116  -4.23143  0.382
O  2.35640  -0.91230  -4.88605  -0.611
O  0.53939  -0.50720  -3.58985  0.112
H  -0.94903  0.90533  -3.87887  0.410
H  -0.72280  0.44931  -2.18719  -0.666
H  1.41140  1.49522  -2.11958  -0.220
H  0.60806  2.63159  -3.27392  0.287
C  0.36208  -3.62099  -5.31610  -0.151
C  0.66172  -4.02373  -3.89225  1.011
O  1.95469  -4.69201  -4.03285  -0.380
C  2.07405  -5.14548  -5.31271  0.560
O  2.93722  -5.89208  -5.67822  -0.553
O  1.04841  -4.64365  -6.10821  -0.410
H  0.73562  -2.63007  -5.55369  0.119
H  -0.65613  -3.63047  -5.67601  0.266
H  -0.03022  -4.71496  -3.44943  0.218
H  0.76568  -3.14477  -3.26855  -0.688
C  4.41092  -0.89029  -1.87406  -0.629
C  4.34070  -0.97657  -0.39699  0.724
O  4.70678  -1.93450  0.20159  -0.597
C  3.76250  0.25735  0.25328  -0.370
H  4.87959  0.08809  -2.07678  0.379
H  3.40755  -0.76679  -2.28868  -0.226
H  4.93429  -1.71075  -2.41258  0.347
H  4.43558  1.10049  0.09542  0.575
H  3.60029  0.13245  1.35952  0.153
H  2.78305  0.45275  -0.14436  -0.270
C  0.99537  -1.90325  -0.26697  0.490
C  0.15509  -1.85257  1.02009  0.271
O  -0.74578  -2.62112  1.24640  -0.715
C  0.76828  -0.94418  2.12981  -0.556
H  0.67493  -2.65488  -0.97898  -0.074
H  2.06575  -1.99957  -0.08494  0.203
H  0.91817  -0.89810  -0.74413  -0.520
H  0.25215  -1.10069  3.04840  0.447
H  0.76042  0.11458  1.79854  -0.321
H  1.82449  -1.25973  2.35639  0.587

## Properties
* Kohn-Sham gap: 9.138 eV
* net charge: -1
* LUMO: 2.0 eV
* electronic energy: -78460.5626 eV

***

No. 6
Entry from the Open Molecules 2025 dataset: a cluster of 8 separate species, C20H56O8 in total (ωB97M-V with the def2-TZVPD basis set).

Each line ends with the Mulliken charge.
Cartesian coordinates (Å):
C  -0.86602  0.30636  -4.99044  -1.119
C  0.10827  -0.87319  -5.12441  0.234
C  0.28778  -1.53632  -3.77140  -0.582
O  -0.45771  -1.83397  -6.03086  -0.569
H  -1.92518  0.15342  -4.80349  0.398
H  -0.66715  1.00643  -5.81318  0.356
H  -0.54804  1.01007  -4.20271  0.153
H  1.06150  -0.49676  -5.48462  0.267
H  0.81732  -2.48736  -3.86133  0.382
H  -0.63240  -1.81310  -3.24901  0.280
H  0.80224  -0.83695  -3.11047  -0.166
H  -1.39276  -1.88019  -5.81333  0.358
C  -0.63493  -0.65559  1.56397  -1.348
C  -0.46567  -0.15156  0.11739  0.416
C  -0.57187  1.37109  -0.07322  -0.773
O  0.73847  -0.71615  -0.42239  -0.293
H  0.08240  -0.24426  2.27944  0.426
H  -0.64773  -1.73923  1.56092  0.330
H  -1.55465  -0.16623  1.90736  0.289
H  -1.25716  -0.59356  -0.49225  0.089
H  -1.58998  1.61079  -0.37162  0.375
H  0.14795  1.67599  -0.82611  -0.143
H  -0.32919  1.82873  0.88819  0.288
H  1.45925  -0.13436  -0.11204  0.232
C  -4.07511  -1.51808  3.00151  -1.083
C  -5.02747  -1.09562  1.90212  0.273
C  -4.30335  -0.38414  0.70935  -0.758
O  -5.75499  -2.21220  1.38542  -0.534
H  -4.62647  -1.70945  3.91622  0.430
H  -3.44322  -0.63230  3.10591  0.251
H  -3.46199  -2.33050  2.61266  0.194
H  -5.67089  -0.31024  2.32689  0.213
H  -4.06620  0.62217  1.05616  0.101
H  -4.94105  -0.41225  -0.17147  0.475
H  -3.40807  -0.97450  0.50824  0.071
H  -6.28422  -1.85302  0.66737  0.353
C  5.12057  1.01170  -1.15710  -1.545
C  3.74221  1.33875  -1.66949  1.438
C  3.25928  0.56802  -2.87752  -1.022
O  2.75401  1.28879  -0.63796  -0.273
H  5.19352  0.02748  -0.67797  0.268
H  5.37651  1.61844  -0.27827  0.400
H  5.90584  1.13895  -1.89911  0.369
H  3.73372  2.39899  -1.96701  -0.637
H  2.36311  1.02761  -3.29567  0.101
H  3.08958  -0.46819  -2.58025  0.229
H  3.97261  0.59962  -3.70240  0.468
H  2.98217  1.89064  0.07726  0.186
C  -1.26813  -5.48459  6.38155  -1.345
C  -1.98180  -4.89886  5.17281  0.426
C  -1.14103  -3.84053  4.47111  -0.669
O  -2.31587  -5.96774  4.28323  -0.564
H  -1.78884  -6.32619  6.83476  0.360
H  -0.99998  -4.72858  7.12015  0.354
H  -0.32533  -5.92287  6.02511  0.334
H  -2.94617  -4.47004  5.45495  0.276
H  -1.66047  -3.21112  3.74666  -0.164
H  -0.29559  -4.28430  3.94301  0.337
H  -0.81368  -3.10167  5.20994  0.338
H  -1.53178  -6.51696  4.17139  0.353
C  3.44162  5.22240  -1.56715  -1.402
C  1.96186  5.44515  -1.91475  0.578
C  1.33753  4.19710  -2.50429  -0.841
O  1.27252  5.80968  -0.69456  -0.531
H  3.87282  4.74695  -2.44758  0.296
H  3.45066  4.55633  -0.70473  0.365
H  3.85350  6.20558  -1.34368  0.441
H  1.77795  6.28557  -2.59191  0.205
H  1.82071  3.94699  -3.45068  0.367
H  0.27346  4.35027  -2.69534  0.431
H  1.40842  3.34971  -1.82023  -0.146
H  1.93177  5.96290  -0.01571  0.302
C  2.94355  -3.06046  0.21136  0.159
O  3.76016  -4.20241  0.38460  -0.558
H  2.18291  -3.22802  -0.55502  0.157
H  2.39519  -2.86361  1.13768  0.155
H  3.48860  -2.16494  -0.09741  -0.213
H  4.68807  -3.97028  0.36275  0.313
C  -1.91723  4.54915  1.31434  -0.409
O  -3.05903  3.70066  1.50522  -0.527
H  -1.90743  5.22668  2.16324  0.306
H  -1.03867  3.90568  1.30470  0.120
H  -2.01378  5.12117  0.39179  0.260
H  -3.25132  3.22640  0.69343  0.286

## Properties
* Kohn-Sham gap: 10.075 eV
* structure (SMILES): CC(C)O.CC(C)O.CC(C)O.CC(C)O.CC(C)O.CC(C)O.CO.CO
* LUMO: 0.3 eV
* electronic energy: -38025.6749 eV

***

Table of HOMO (eV), in record order: -2.25, -13.51, -12.24, -8.40, -7.11, -9.82